# C13H24N5O2S2

2 unconnected molecules or ions with the total composition C13H24N5O2S2 (the ωB97M-V functional and the def2-TZVPD basis, the Open Molecules 2025 dataset).

The geometry in ORCA input format:
```
! RIJCOSX wB97M-V def2-TZVPD def2/J DEFGRID3
* xyz 1 1
C -5.0432 -0.9573 0.5528
O -4.9071 0.4477 0.6430
C -4.6043 1.1406 -0.5524
C -3.4627 2.1422 -0.3115
C -2.2863 2.0149 -1.2827
C -1.7655 0.5653 -1.3636
N -0.3020 0.5352 -1.2340
C 0.4218 -0.4605 -0.8577
N 1.8437 -0.2863 -0.7894
N 2.3457 0.0829 -2.0811
C 2.2632 -0.7191 -3.0108
S 2.2511 -1.7154 -4.1908
N -0.0757 -1.6981 -0.4845
S -0.8195 -2.7248 -1.6866
C -0.7666 -1.7118 0.8107
O -0.1268 -0.7132 1.5458
C -0.6842 -0.5489 2.8502
H -4.2006 -1.4579 1.0404
H -5.9461 -1.2603 1.0834
H -5.1375 -1.2981 -0.4801
H -5.4973 1.6817 -0.8730
H -4.3540 0.4370 -1.3538
H -3.1133 2.0545 0.7174
H -3.8631 3.1520 -0.4076
H -1.4833 2.6518 -0.8997
H -2.5513 2.3957 -2.2672
H -2.0087 0.1454 -2.3389
H -2.2171 -0.0276 -0.5759
H 0.1944 1.3849 -1.4933
H 1.9988 0.5193 -0.1844
H -0.8951 -1.8338 -2.6861
H -0.6252 -2.6999 1.2612
H -1.8483 -1.5295 0.7314
H 0.0888 -0.1401 3.4929
H -0.9969 -1.5107 3.2637
H -1.5510 0.1139 2.8164
N 6.8682 -0.2615 1.6032
C 6.7164 1.0649 1.3118
C 5.5182 1.2170 0.6675
C 4.9247 -0.0729 0.5699
C 5.7844 -0.9632 1.1579
H 7.6607 -0.6608 2.0719
H 7.4693 1.7840 1.5837
H 5.1168 2.1491 0.3050
H 3.9829 -0.3255 0.1190
H 5.7164 -2.0286 1.2948
*
```

Results
- calculated total energy (eV) = -47074.9250
- lowest unoccupied orbital energy (eV) = -4.58
- M (g/mol) = 346.5
- frontier orbital gap (eV) = 5.675

# C13H24O

C13H24O in the gas phase in a non-equilibrium geometry (the ωB97M-V functional and the def2-TZVPD basis, the Open Molecules 2025 dataset).

The geometry in ORCA input format:
```
! RIJCOSX wB97M-V def2-TZVPD def2/J DEFGRID3
* xyz 0 1
C -0.7825 -0.9770 3.9913
C -0.5767 0.4872 3.5682
C -1.8108 1.1250 2.9207
C 0.6729 0.5528 2.6538
C 0.4052 -0.0377 1.2437
C 1.6996 -0.1594 0.3711
C 1.4979 -1.0272 -0.8966
C 0.8568 -0.3278 -2.1004
C -0.6574 -0.4443 -2.1866
C 1.2556 1.1208 -2.2588
O 1.0399 1.7266 -3.3148
C 1.4620 2.0068 -1.0043
C 2.2387 3.3003 -1.2773
C 2.3651 1.1478 0.0009
H -1.4867 -0.9899 4.7930
H -1.1636 -1.6252 3.1896
H 0.1536 -1.4001 4.3953
H -0.3833 1.0546 4.4848
H -2.3157 0.4581 2.1896
H -1.5545 2.0381 2.4162
H -2.5322 1.3443 3.7376
H 0.9753 1.6078 2.6036
H 1.4665 -0.0592 3.0931
H -0.0335 -1.0549 1.3430
H -0.3278 0.6188 0.7263
H 2.4289 -0.7104 0.9589
H 0.9559 -1.9286 -0.6224
H 2.4722 -1.4196 -1.2193
H 1.2921 -0.8356 -2.9771
H -1.1168 0.2130 -1.4307
H -1.0499 -0.0629 -3.1591
H -0.9728 -1.4784 -1.9751
H 0.5303 2.2522 -0.5333
H 1.6038 4.0627 -1.7839
H 3.1239 3.0982 -1.9184
H 2.5347 3.7876 -0.3619
H 2.5204 1.7160 0.9225
H 3.3213 0.9283 -0.4744
*
```

Results
- SMILES = CC(C)CCC1C[C@@H](C)C(=O)[C@H](C)C1
- calculated total energy (eV) = -15917.9063
- lowest unoccupied orbital energy (eV) = 0.81
- M (g/mol) = 196.3
- relative energy (zero: lowest compared OMol25 entry of this formula, charge and spin) (kJ/mol) = 52.7
- frontier orbital gap (eV) = 10.077

# C13H25Br10Cl3O2Sr2

A molecular structure, C13H25Br10Cl3O2Sr2 in a non-equilibrium geometry (the ωB97M-V functional and the def2-TZVPD basis, the Open Molecules 2025 dataset).

The geometry in ORCA input format:
```
! RIJCOSX wB97M-V def2-TZVPD def2/J DEFGRID3
* xyz 2 1
Sr -6.1292 -3.6284 1.1517
Sr -2.4202 -2.0583 -4.1632
O -1.6543 -1.8151 0.2310
C -0.6736 -0.9377 0.6868
C -0.5667 0.5366 0.0007
O -0.5949 0.6129 -1.4241
H 0.1441 -1.5972 0.3962
H -0.7591 -0.8758 1.7717
H 0.3608 0.9794 0.3638
H -1.3814 1.1048 0.4495
Br -1.2549 -7.7594 -2.9282
C 0.0311 -7.8718 -1.4220
C 0.6633 -9.1888 -1.5342
Br 1.5728 -9.4003 -3.3419
H -0.4234 -7.6962 -0.4470
H 0.8568 -7.1608 -1.3926
H -0.0730 -9.9873 -1.4430
H 1.4294 -9.2792 -0.7642
Br 1.2378 -0.1234 -7.1109
C 3.2530 -0.0035 -6.6068
C 3.5391 -0.6604 -5.2647
Br 2.7793 -2.4372 -5.2037
H 3.6744 0.9997 -6.6716
H 3.8570 -0.5557 -7.3268
H 3.1860 -0.0854 -4.4087
H 4.5954 -0.8524 -5.0766
Br 2.7743 8.4289 0.2844
C 2.2410 7.2194 -1.2177
C 3.5632 7.0738 -2.0598
Br 2.8867 6.4895 -3.8170
H 1.3619 7.5495 -1.7711
H 1.8663 6.2641 -0.8502
H 4.3836 6.4697 -1.6723
H 4.0402 8.0323 -2.2640
Br -5.2785 0.4602 9.5989
C -3.8040 1.5566 8.9370
C -3.1186 1.0567 7.7139
Br -1.6095 2.3267 7.3299
H -3.1197 1.6152 9.7833
H -4.1947 2.5653 8.8030
H -3.7808 0.9790 6.8516
H -2.6514 0.0719 7.7164
Br -5.0409 6.5716 0.2262
C -5.4505 5.1706 1.5703
C -6.1778 4.0671 0.8552
Br -6.4897 2.5580 2.0469
H -6.1446 5.6611 2.2528
H -4.5863 4.7044 2.0436
H -5.5502 3.7484 0.0229
H -7.1890 4.2680 0.5013
C 7.1778 -4.9585 -0.3668
Cl 8.6361 -5.1055 0.6429
Cl 5.7462 -4.6402 0.7523
Cl 6.9211 -6.3518 -1.4021
H 7.3382 -4.1109 -1.0331
*
```

Results
- calculated total energy (eV) = -757619.3322
- lowest unoccupied orbital energy (eV) = -8.46
- M (g/mol) = 1294.0
- relative energy (zero: lowest compared OMol25 entry of this formula, charge and spin) (kJ/mol) = 1258.6
- frontier orbital gap (eV) = 2.649

# C13H25CoN5O3S

A molecular structure, C13H25CoN5O3S (the ωB97M-V functional and the def2-TZVPD basis, the Open Molecules 2025 dataset).

The geometry in ORCA input format:
```
! RIJCOSX wB97M-V def2-TZVPD def2/J DEFGRID3
* xyz 2 2
Co 0.2932 -0.6603 0.5789
N 0.4090 -0.9526 2.5827
C 0.2317 -2.2944 3.2090
C -1.2257 -2.7275 3.1929
C -1.9010 -2.6166 1.8272
C -1.1161 -3.3311 0.7272
N -0.4214 -2.3532 -0.1599
H 1.2927 -0.5603 2.8991
H -0.2943 -0.3197 2.9646
H 0.5970 -2.2718 4.2360
H 0.8595 -2.9945 2.6577
H -1.7930 -2.1660 3.9384
H -1.2511 -3.7696 3.5200
H -2.0322 -1.5637 1.5425
H -2.9148 -3.0077 1.8957
H -1.7619 -3.9592 0.1149
H -0.3563 -3.9809 1.1602
H -1.1094 -1.9915 -0.8334
H 0.2582 -2.8545 -0.7264
N 3.6184 1.6670 -2.2938
C 4.0278 0.3311 -1.7138
C 2.7995 -0.5111 -1.3588
N 2.4460 -0.5442 0.0762
H 4.3683 2.3564 -2.2172
H 2.7706 2.0377 -1.8139
H 3.3888 1.5836 -3.2855
H 4.6439 0.5428 -0.8414
H 4.6552 -0.1572 -2.4554
H 2.9713 -1.5367 -1.6811
H 1.9306 -0.1578 -1.9153
H 2.6516 0.3479 0.5226
H 3.0247 -1.2338 0.5469
O -2.1743 -0.6278 -1.8098
C -1.6065 0.3818 -1.4708
N -0.2894 0.3855 -0.9954
S 0.1047 1.8136 -0.3760
O 0.3673 1.4788 1.0377
O 1.2296 2.4544 -1.0260
C -1.3767 2.6538 -0.7265
C -1.7123 3.9766 -0.5153
C -2.9598 4.3771 -0.9803
C -3.8076 3.4847 -1.6332
C -3.4418 2.1594 -1.8420
C -2.2052 1.7504 -1.3812
H -1.0512 4.6661 -0.0096
H -3.2749 5.4010 -0.8334
H -4.7683 3.8333 -1.9862
H -4.0938 1.4611 -2.3488
*
```

Results
- calculated total energy (eV) = -75929.1570
- lowest unoccupied orbital energy (spin up / spin down) (eV) = -6.03 / -5.44
- M (g/mol) = 390.4
- frontier orbital gap (spin up / spin down) (eV) = 9.318 / 9.834

- Which of these has the lowest M?
  C13H24O

- calculated total energy of number 4 (C13H25CoN5O3S)?
  -75929.1570 eV

- The highest calculated total energy belongs to which entry?
  C13H24O